--- 1 ---
DFT (ωB97M-V with the def2-TZVPD basis set) results for 11 unconnected molecules or ions with the total composition C25H72O11.

## Properties
* 2S+1: 1
* SMILES: CC(C)O.CC(C)O.CC(C)O.CC(C)O.CC(C)O.CC(C)O.CC(C)O.CO.CO.CO.CO
* HOMO level: -9.03 eV
* gap between HOMO and LUMO: 9.34 eV

Bonds (Å) are listed after each position.
Geometry (Å):
1 C -2.02833 3.28420 -0.90882  O2 1.429, H3 1.098, H4 1.077, H5 1.083
2 O -0.67033 3.32420 -1.35282  C1 1.429, H6 0.941
3 H -2.57233 2.50320 -1.45582  C1 1.098
4 H -2.56933 4.13720 -1.28382  C1 1.077
5 H -1.92333 3.17020 0.16318  C1 1.083
6 H -0.18133 2.56220 -1.09482  O2 0.941
7 C -4.75033 0.35820 -0.05982  O8 1.383, H9 1.134, H10 1.058, H11 1.123
8 O -4.03133 -0.81680 -0.18482  C7 1.383, H12 0.949
9 H -4.66833 0.88620 0.94018  C7 1.134
10 H -5.78233 0.13020 -0.01882  C7 1.058
11 H -4.54633 1.10720 -0.87182  C7 1.123
12 H -4.23733 -1.20580 -1.02582  O8 0.949
13 C -1.31233 0.24520 0.87818  O14 1.409, H15 1.076, H16 1.109, H17 1.071
14 O -0.08333 0.83220 0.51618  C13 1.409, H18 0.933
15 H -2.12133 0.94420 1.00118  C13 1.076
16 H -1.22633 -0.22180 1.88018  C13 1.109
17 H -1.65133 -0.56780 0.26818  C13 1.071
18 H 0.52567 0.76420 1.22018  O14 0.933
19 C 1.19067 0.97320 3.47618  O20 1.437, H21 1.083, H22 1.082, H23 1.009
20 O 1.55567 -0.07980 2.56918  C19 1.437, H24 0.954
21 H 1.92667 0.89520 4.26718  C19 1.083
22 H 0.25467 0.70620 3.94918  C19 1.082
23 H 1.15867 1.93720 3.18018  C19 1.009
24 H 1.65067 -0.87080 3.09318  O20 0.954
25 C 0.07467 -2.76380 5.25618  C26 1.545, H29 1.114, H30 1.059, H31 1.103
26 C 0.93167 -3.15680 4.03218  C25 1.545, C27 1.543, O28 1.231, H32 1.079
27 C 0.25067 -3.05880 2.65118  C26 1.543, H33 1.095, H34 1.062, H35 1.082
28 O 1.84467 -2.35780 3.82518  C26 1.231, H36 0.939
29 H -0.84133 -3.39680 5.24418  C25 1.114
30 H -0.14733 -1.72880 5.25518  C25 1.059
31 H 0.65067 -2.94780 6.17818  C25 1.103
32 H 1.22367 -4.16780 4.27218  C26 1.079
33 H 0.90567 -3.22980 1.79018  C27 1.095
34 H -0.15233 -2.08380 2.53218  C27 1.062
35 H -0.58433 -3.74480 2.71218  C27 1.082
36 H 2.52967 -2.46380 4.45918  O28 0.939
37 C 1.07767 2.80220 -4.01482  C38 1.515, H41 1.069, H42 1.041, H43 1.063
38 C 1.70967 1.44320 -3.79082  C37 1.515, C39 1.516, O40 1.230, H44 1.107
39 C 1.46067 0.92120 -2.38982  C38 1.516, H45 1.046, H46 1.081, H47 1.108
40 O 1.34667 0.56220 -4.56882  C38 1.230, H48 0.963
41 H 1.34167 3.18120 -4.97882  C37 1.069
42 H 1.40467 3.53620 -3.35282  C37 1.041
43 H 0.03767 2.71620 -3.81182  C37 1.063
44 H 2.81367 1.52020 -3.81182  C38 1.107
45 H 0.49567 0.54220 -2.25182  C39 1.046
46 H 1.69367 1.68020 -1.65582  C39 1.081
47 H 2.01767 -0.00080 -2.12882  C39 1.108
48 H 1.20767 0.97020 -5.42982  O40 0.963
49 C 3.52267 0.01620 0.21118  C50 1.537, H53 1.056, H54 1.065, H55 1.076
50 C 4.43067 1.25320 0.29518  C49 1.537, C51 1.489, O52 1.226, H56 1.111
51 C 5.87067 0.91820 0.47118  C50 1.489, H57 1.029, H58 1.095, H59 1.006
52 O 4.36267 2.00320 -0.67282  C50 1.226, H60 0.965
53 H 3.56867 -0.67680 1.00618  C49 1.056
54 H 3.68867 -0.47380 -0.71982  C49 1.065
55 H 2.50667 0.37020 0.22318  C49 1.076
56 H 4.11867 1.99520 1.06118  C50 1.111
57 H 5.89367 0.16720 1.17418  C51 1.029
58 H 6.43467 1.70120 0.98918  C51 1.095
59 H 6.31467 0.53020 -0.34382  C51 1.006
60 H 4.51267 1.48620 -1.47382  O52 0.965
61 C 0.40867 -1.94880 -0.71082  C62 1.539, H65 1.093, H66 1.062, H67 1.107
62 C -0.07733 -3.40280 -0.84682  C61 1.539, C63 1.528, O64 1.221, H68 1.092
63 C -0.62933 -3.71080 -2.23782  C62 1.528, H69 1.083, H70 1.035, H71 1.099
64 O 0.80467 -4.21180 -0.60482  C62 1.221, H72 0.952
65 H -0.29833 -1.29480 -1.22782  C61 1.093
66 H 1.29567 -1.91280 -1.29282  C61 1.062
67 H 0.74967 -1.61980 0.29018  C61 1.107
68 H -0.86133 -3.48980 -0.09182  C62 1.092
69 H -0.90533 -4.74980 -2.36582  C63 1.083
70 H 0.07867 -3.59780 -2.98382  C63 1.035
71 H -1.52733 -3.10780 -2.43182  C63 1.099
72 H 1.45867 -3.76680 -0.07582  O64 0.952
73 C -3.28433 -2.08880 3.44618  C74 1.478, H77 1.078, H78 1.051, H79 1.067
74 C -3.20433 -3.09480 2.36618  C73 1.478, C75 1.540, O76 1.237, H80 1.113
75 C -4.60833 -3.46080 1.85118  C74 1.540, H81 1.075, H82 1.100, H83 1.071
76 O -2.61833 -2.77880 1.32318  C74 1.237, H84 0.935
77 H -2.34033 -1.61080 3.65218  C73 1.078
78 H -3.62833 -2.60780 4.29318  C73 1.051
79 H -3.91433 -1.30380 3.09218  C73 1.067
80 H -2.74733 -3.99680 2.83218  C74 1.113
81 H -4.57333 -4.27580 1.15118  C75 1.075
82 H -5.18533 -2.60180 1.47818  C75 1.100
83 H -5.19133 -3.92480 2.62018  C75 1.071
84 H -3.10033 -2.03580 1.02218  O76 0.935
85 C 1.30067 3.63820 1.00518  C86 1.539, H89 1.051, H90 1.102, H91 1.050
86 C 2.03467 4.48120 -0.05282  C85 1.539, C87 1.517, O88 1.253, H92 1.093
87 C 1.82067 5.96120 0.20018  C86 1.517, H93 1.059, H94 1.079, H95 1.081
88 O 3.28067 4.35520 -0.00482  C86 1.253, H96 0.952
89 H 0.25167 3.65820 0.95018  C85 1.051
90 H 1.51467 4.01120 2.02018  C85 1.102
91 H 1.59667 2.63220 0.95018  C85 1.050
92 H 1.81267 4.28020 -1.10382  C86 1.093
93 H 0.79967 6.08920 -0.04882  C87 1.059
94 H 2.39967 6.53920 -0.50282  C87 1.079
95 H 2.04667 6.38420 1.16918  C87 1.081
96 H 3.55967 3.47420 -0.23482  O88 0.952
97 C -2.27233 -0.07980 -2.71382  C98 1.485, H101 1.050, H102 1.111, H103 1.089
98 C -1.77533 -0.02280 -4.11182  C97 1.485, C99 1.502, O100 1.217, H104 1.110
99 C -0.88033 -1.18180 -4.44782  C98 1.502, H105 1.076, H106 1.106, H107 1.067
100 O -2.55533 0.14120 -5.03182  C98 1.217, H108 0.991
101 H -1.64133 0.34220 -1.98882  C97 1.050
102 H -2.46133 -1.13280 -2.41482  C97 1.111
103 H -3.22933 0.44020 -2.73282  C97 1.089
104 H -1.22933 0.94320 -4.12282  C98 1.110
105 H -1.36733 -2.10580 -4.70682  C99 1.076
106 H -0.12933 -1.37980 -3.66082  C99 1.106
107 H -0.37533 -0.94780 -5.35782  C99 1.067
108 H -3.02733 1.01120 -4.99382  O100 0.991

--- 2 ---
DFT (ωB97M-V with the def2-TZVPD basis set) results for 11 unconnected molecules or ions with the total composition C25H72O11.

## Properties
* 2S+1: 1
* SMILES: CC(C)O.CC(C)O.CC(C)O.CC(C)O.CC(C)O.CC(C)O.CC(C)O.CO.CO.CO.CO
* HOMO level: -9.33 eV
* gap between HOMO and LUMO: 9.56 eV

Bonds (Å) are listed after each position.
Geometry (Å):
1 C -2.15739 5.04076 1.38671  C2 1.518, H5 1.092, H6 1.093, H7 1.095
2 C -1.99110 3.74573 0.61192  C1 1.518, C3 1.524, O4 1.433, H8 1.091
3 C -3.12821 2.75072 0.80910  C2 1.524, H9 1.090, H10 1.095, H11 1.091
4 O -1.83650 4.03964 -0.78189  C2 1.433, H12 0.963
5 H -1.52846 5.84529 0.99921  C1 1.092
6 H -1.88463 4.94378 2.44028  C1 1.093
7 H -3.17669 5.43768 1.33651  C1 1.095
8 H -1.06689 3.25853 0.92710  C2 1.091
9 H -2.87491 1.75892 0.43525  C3 1.090
10 H -4.00353 3.05547 0.22695  C3 1.095
11 H -3.42213 2.67084 1.85685  C3 1.091
12 H -2.63869 4.47460 -1.08911  O4 0.963
13 C -0.43514 -4.56775 0.36678  C14 1.525, H17 1.090, H18 1.090, H19 1.097
14 C -0.25751 -4.26054 -1.11604  C13 1.525, C15 1.531, O16 1.441, H20 1.095
15 C -0.76939 -5.35358 -2.05872  C14 1.531, H21 1.091, H22 1.086, H23 1.094
16 O -1.06078 -3.09791 -1.39705  C14 1.441, H24 0.976
17 H -1.48511 -4.70598 0.62429  C13 1.090
18 H -0.00791 -3.78249 0.98990  C13 1.090
19 H 0.06341 -5.51408 0.61033  C13 1.097
20 H 0.79360 -4.11056 -1.38549  C14 1.095
21 H -0.03125 -6.15540 -2.10325  C15 1.091
22 H -1.02162 -4.93702 -3.02922  C15 1.086
23 H -1.67713 -5.79126 -1.63220  C15 1.094
24 H -0.74896 -2.39781 -0.79238  O16 0.976
25 C -4.05214 -2.49952 0.18802  C26 1.527, H29 1.091, H30 1.093, H31 1.090
26 C -4.41326 -1.87306 -1.15638  C25 1.527, C27 1.527, O28 1.429, H32 1.092
27 C -4.01699 -0.40009 -1.22324  C26 1.527, H33 1.096, H34 1.087, H35 1.094
28 O -3.78591 -2.59832 -2.21547  C26 1.429, H36 0.971
29 H -4.18280 -3.57824 0.09519  C25 1.091
30 H -4.74449 -2.16083 0.96270  C25 1.093
31 H -3.01693 -2.26970 0.43970  C25 1.090
32 H -5.48272 -1.96936 -1.35675  C26 1.092
33 H -4.49880 0.11133 -0.38159  C27 1.096
34 H -4.31351 0.09839 -2.14276  C27 1.087
35 H -2.93390 -0.31794 -1.09315  C27 1.094
36 H -2.85077 -2.71382 -1.97932  O28 0.971
37 C -1.87311 -1.13854 5.08103  C38 1.526, H41 1.089, H42 1.092, H43 1.094
38 C -1.88033 -1.26103 3.56011  C37 1.526, C39 1.517, O40 1.429, H44 1.092
39 C -2.74603 -0.21277 2.88785  C38 1.517, H45 1.093, H46 1.097, H47 1.089
40 O -0.54362 -1.14828 3.06744  C38 1.429, H48 0.974
41 H -1.31979 -1.94352 5.56257  C37 1.089
42 H -2.88083 -1.14387 5.50146  C37 1.092
43 H -1.41655 -0.18193 5.35129  C37 1.094
44 H -2.25431 -2.24975 3.28531  C38 1.092
45 H -2.52086 0.79666 3.24042  C39 1.093
46 H -3.79989 -0.38843 3.13738  C39 1.097
47 H -2.69797 -0.25017 1.80043  C39 1.089
48 H -0.10371 -0.40799 3.52303  O40 0.974
49 C 1.11737 -1.78861 -3.84137  C50 1.519, H53 1.090, H54 1.090, H55 1.096
50 C 1.99607 -0.56488 -3.64358  C49 1.519, C51 1.529, O52 1.427, H56 1.094
51 C 3.29181 -0.71485 -4.44107  C50 1.529, H57 1.094, H58 1.093, H59 1.093
52 O 1.28536 0.56925 -4.13898  C50 1.427, H60 0.963
53 H 0.20695 -1.77783 -3.24154  C49 1.090
54 H 1.64733 -2.72631 -3.67279  C49 1.090
55 H 0.81574 -1.83889 -4.89345  C49 1.096
56 H 2.17952 -0.48513 -2.56824  C50 1.094
57 H 3.70940 -1.72458 -4.38145  C51 1.094
58 H 4.12450 -0.06396 -4.16158  C51 1.093
59 H 3.13110 -0.57283 -5.51273  C51 1.093
60 H 1.91605 1.28274 -4.28109  O52 0.963
61 C 4.60067 -0.65017 -1.01646  C62 1.518, H65 1.093, H66 1.087, H67 1.095
62 C 4.46083 -2.06629 -0.48823  C61 1.518, C63 1.519, O64 1.418, H68 1.104
63 C 3.16963 -2.76996 -0.86849  C62 1.519, H69 1.092, H70 1.088, H71 1.097
64 O 5.57275 -2.88663 -0.80485  C62 1.418, H72 0.961
65 H 5.51778 -0.23033 -0.59596  C61 1.093
66 H 3.70765 -0.08211 -0.76697  C61 1.087
67 H 4.77754 -0.65703 -2.09660  C61 1.095
68 H 4.40827 -1.96025 0.60912  C62 1.104
69 H 2.36328 -2.07904 -1.12261  C63 1.092
70 H 2.79245 -3.48480 -0.14051  C63 1.088
71 H 3.33278 -3.31793 -1.80505  C63 1.097
72 H 6.34023 -2.33185 -0.96824  O64 0.961
73 C -0.13466 3.48938 4.70305  C74 1.514, H77 1.090, H78 1.086, H79 1.097
74 C 0.12905 2.61820 3.49359  C73 1.514, C75 1.524, O76 1.443, H80 1.092
75 C 1.17385 3.17113 2.53106  C74 1.524, H81 1.090, H82 1.091, H83 1.094
76 O 0.56846 1.28992 3.84725  C74 1.443, H84 0.964
77 H -0.61227 2.90317 5.48805  C73 1.090
78 H -0.68051 4.40103 4.47667  C73 1.086
79 H 0.83908 3.80688 5.09739  C73 1.097
80 H -0.79074 2.43005 2.93542  C74 1.092
81 H 1.27468 2.56613 1.63045  C75 1.090
82 H 2.16346 3.24192 2.98520  C75 1.091
83 H 0.86871 4.16641 2.19460  C75 1.094
84 H 1.20017 1.32545 4.57476  O76 0.964
85 C -1.96058 1.28429 -3.60283  O86 1.429, H87 1.100, H88 1.087, H89 1.091
86 O -1.25395 1.60669 -4.80287  C85 1.429, H90 0.969
87 H -1.43065 1.70923 -2.73823  C85 1.100
88 H -2.93155 1.77082 -3.64227  C85 1.087
89 H -1.99680 0.20020 -3.48272  C85 1.091
90 H -0.42027 1.11781 -4.73869  O86 0.969
91 C 1.55298 3.33956 -1.80429  O92 1.428, H93 1.090, H94 1.095, H95 1.095
92 O 0.94892 4.15813 -0.80184  C91 1.428, H96 0.970
93 H 2.52389 3.78890 -2.01085  C91 1.090
94 H 1.65872 2.29465 -1.49481  C91 1.095
95 H 0.94826 3.37829 -2.71685  C91 1.095
96 H -0.00063 3.96117 -0.80885  O92 0.970
97 C 0.31599 0.10166 -0.19435  O98 1.424, H99 1.095, H100 1.096, H101 1.089
98 O -0.36808 -1.03816 0.31654  C97 1.424, H102 0.976
99 H -0.15018 1.01765 0.18248  C97 1.095
100 H 1.36756 0.07537 0.11369  C97 1.096
101 H 0.25769 0.06726 -1.28115  C97 1.089
102 H -0.38817 -1.01444 1.29237  O98 0.976
103 C 4.23089 1.08165 2.04448  O104 1.428, H105 1.093, H106 1.091, H107 1.090
104 O 5.64274 1.03451 1.83787  C103 1.428, H108 0.958
105 H 4.02096 1.67981 2.93530  C103 1.093
106 H 3.71984 1.56650 1.21188  C103 1.091
107 H 3.85904 0.07323 2.22462  C103 1.090
108 H 6.06519 1.61101 2.47554  O104 0.958

Which is the most stable structure? 2 is the most stable.